{"formula": "C4H9FO3S", "method": "ωB97M-V/def2-TZVPD", "symbols": ["S", "F", "O", "O", "O", "C", "C", "C", "C", "H", "H", "H", "H", "H", "H", "H", "H", "H"], "xyz": [[0.097535, -0.677530, -2.212934], [0.560151, 1.497658, -0.808050], [0.664561, -1.992797, -2.131318], [-0.544000, -0.184276, 0.236163], [-1.293648, -0.552669, -2.507429], [-1.494226, -0.537120, 2.400145], [-0.366447, 0.121648, 1.629323], [0.470542, 0.136458, -0.572815], [1.054209, 0.305162, -3.395435], [1.469504, -0.181265, -0.234884], [-0.381714, 1.210061, 1.762762], [0.853899, -0.095063, -4.381349], [2.101664, 0.202394, -3.146265], [0.723385, 1.332593, -3.325362], [-1.378385, -0.339226, 3.462007], [-2.449411, -0.146914, 2.062806], [0.609770, -0.261550, 1.956067], [-1.479403, -1.609413, 2.228870]], "forces_ev_per_a": [[0.46, -0.02, -0.26], [-0.09, 0.20, 0.07], [0.37, -0.13, 0.09], [-0.23, -0.05, 0.12], [-0.33, 0.45, -0.03], [0.27, 0.11, -0.36], [0.05, 0.04, 0.27], [0.28, -0.08, -0.64], [-0.44, -0.25, 0.76], [-0.21, -0.08, -0.02], [0.04, -0.16, -0.07], [-0.12, -0.20, -0.07], [0.20, 0.01, 0.04], [-0.02, 0.16, -0.02], [-0.01, 0.02, 0.10], [-0.12, 0.04, 0.02], [-0.08, 0.05, -0.07], [-0.02, -0.12, 0.04]], "nbo_charge": [2.1139, -0.3707, -0.9428, -0.5095, -0.9163, -0.6225, -0.0647, 0.2566, -0.8652, 0.1576, 0.1842, 0.2575, 0.2399, 0.2523, 0.2169, 0.2213, 0.1718, 0.2198], "smiles": "CCO[C@H](F)S(C)(=O)=O", "e_above_lowest_kj_mol": 63.80, "multiplicity": 1}

=====

{"formula": "C4H9FS", "method": "ωB97M-V/def2-TZVPD", "symbols": ["S", "F", "C", "C", "C", "C", "H", "H", "H", "H", "H", "H", "H", "H", "H"], "xyz": [[-0.765487, -1.590382, -0.112822], [3.326421, -0.727644, 0.583791], [2.251240, -0.635203, -0.288833], [1.652934, 0.751400, -0.211539], [-1.621629, -0.423666, 0.598834], [-2.812179, 0.274459, 0.024838], [1.304746, 0.959932, 0.804230], [-1.329827, -0.085974, 1.597338], [-3.055765, -0.102295, -0.970396], [1.520589, -1.402354, -0.007861], [2.397305, 1.504908, -0.484066], [0.802413, 0.839219, -0.894924], [-3.670039, 0.141581, 0.686141], [2.617716, -0.857362, -1.296996], [-2.618431, 1.353381, -0.027739]], "forces_ev_per_a": [[-0.87, 0.04, 0.20], [0.25, -0.02, 0.17], [-0.21, -0.01, -0.34], [0.08, 0.07, -0.01], [0.00, -0.13, -0.08], [0.21, 0.03, -0.20], [0.01, -0.03, -0.09], [-0.05, -0.08, -0.07], [0.04, 0.04, 0.14], [0.49, 0.25, 0.02], [-0.08, -0.09, 0.03], [0.14, -0.02, 0.07], [-0.03, 0.00, 0.05], [0.04, 0.06, 0.10], [-0.03, -0.12, 0.02]], "nbo_charge": [0.0475, -0.3758, 0.0430, -0.6505, -0.2401, -0.6868, 0.2099, 0.1897, 0.2299, 0.1782, 0.2169, 0.2152, 0.2365, 0.1527, 0.2336], "smiles": "CC=S.CCF", "e_above_lowest_kj_mol": 128.39, "multiplicity": 1}

=====

{"formula": "C4H9FSi", "method": "ωB97M-V/def2-TZVPD", "symbols": ["Si", "F", "C", "C", "C", "C", "H", "H", "H", "H", "H", "H", "H", "H", "H"], "xyz": [[-0.086471, 0.364076, -0.239110], [4.011312, 0.742620, 0.607175], [-0.265569, -1.456896, -0.222712], [-1.675726, 1.202971, 0.380940], [-1.366209, -2.120614, 0.163985], [1.504105, 1.004320, -0.620371], [-1.304128, 2.117079, 1.045035], [-1.275911, -3.270791, 0.068341], [1.978494, 0.383603, -1.318029], [-2.264867, 0.510685, 0.878067], [-2.395423, 1.579632, -0.343497], [1.716716, 2.075291, -0.833239], [0.595770, -2.170166, -0.465858], [-2.281620, -1.716717, 0.567745], [3.109526, 0.754911, 0.331535]], "forces_ev_per_a": [[0.56, 0.77, -0.14], [0.25, -0.05, 0.13], [0.60, -1.55, 0.09], [2.34, 2.78, 0.03], [1.11, -2.23, -0.50], [-2.29, 1.53, 0.32], [-1.12, -1.99, -1.15], [-0.63, 1.97, 0.46], [1.05, -1.16, -0.78], [-0.78, -1.28, 1.74], [0.55, 0.32, -0.53], [-0.29, -0.78, 0.45], [-1.06, 1.46, 0.03], [-0.09, 0.18, -0.17], [-0.20, 0.03, 0.01]], "nbo_charge": [1.6136, -0.6002, -0.7348, -1.1302, -0.3134, -1.3119, 0.2640, 0.2045, 0.2411, 0.2368, 0.2634, 0.2542, 0.2484, 0.1950, 0.5695], "smiles": "C=C[Si](=C)C.F", "e_above_lowest_kj_mol": 270.72, "multiplicity": 1}

=====

{"formula": "C4H9I2N", "method": "ωB97M-V/def2-TZVPD", "symbols": ["I", "I", "N", "C", "C", "C", "C", "H", "H", "H", "H", "H", "H", "H", "H", "H"], "xyz": [[3.264107, -1.735715, 0.281673], [4.038082, 2.826324, 0.225232], [0.565213, -1.095706, -0.865472], [-1.690147, -0.370274, 0.480828], [-2.044948, -0.698016, -0.877879], [-1.259755, 0.857169, 0.848515], [1.565264, -0.615726, -0.275368], [0.547829, -2.212038, -0.823282], [-1.906825, -1.219975, 1.179267], [1.581546, 0.427999, -0.049664], [-1.201544, 1.535163, 0.007468], [-1.580047, 0.050721, -1.567221], [-1.088736, 1.124805, 1.907137], [-1.541793, -1.680171, -1.128363], [3.898641, 3.327116, 1.853478], [-3.146886, -0.521673, -1.196354]], "forces_ev_per_a": [[0.11, 0.11, 0.27], [-0.15, 0.49, 1.63], [1.09, -2.88, 0.86], [-0.55, 0.88, 2.50], [-0.56, 0.45, -3.40], [-0.87, -1.84, 0.35], [-0.76, -1.12, -0.72], [0.43, 2.91, -0.59], [0.50, 1.09, -0.12], [0.44, 0.70, 0.04], [0.34, 0.59, 0.39], [-0.02, -0.64, 0.47], [0.05, 0.03, -0.92], [-1.60, 0.94, -0.18], [0.13, -0.51, -1.63], [1.41, -1.20, 1.05]], "nbo_charge": [0.0597, -0.1141, -0.6147, -0.1527, -0.6604, -0.4442, 0.0024, 0.3535, 0.1919, 0.1993, 0.1936, 0.2149, 0.2086, 0.2201, 0.1165, 0.2258], "smiles": "[H]/N=C\\I.C=CC.I", "e_above_lowest_kj_mol": 126.06, "multiplicity": 1}

=====

{"formula": "C4H9IN2", "method": "ωB97M-V/def2-TZVPD", "symbols": ["I", "N", "N", "C", "C", "C", "C", "H", "H", "H", "H", "H", "H", "H", "H", "H"], "xyz": [[3.203123, 0.016016, 0.151896], [-0.143454, -1.032674, -2.358970], [1.056172, 0.722838, 2.264782], [-0.230009, -0.387604, -1.028714], [0.196839, -0.105025, 0.154594], [-1.134782, 0.649045, -0.258526], [1.284509, -0.236233, 1.133097], [0.025096, 0.634704, 2.610269], [1.313195, -1.232867, 1.513613], [-2.136803, 0.431602, 0.101676], [1.521373, 0.459823, 3.122140], [-0.969894, 1.692856, -0.452699], [0.859664, -1.422753, -2.329933], [-0.843857, -1.773897, -2.576263], [1.265702, 1.748767, 2.106705], [-0.475375, -0.214486, -2.978875]], "forces_ev_per_a": [[-0.40, 0.10, 0.38], [0.46, 1.29, 1.14], [-2.41, 0.71, 1.09], [-2.72, 0.97, 0.70], [-0.64, 0.00, -0.92], [1.97, -1.27, -0.63], [0.41, 0.66, -0.59], [1.69, 0.48, -1.03], [0.00, -0.57, 0.62], [0.32, -0.59, 0.22], [1.01, -0.25, 0.28], [-0.03, 0.34, -0.43], [-1.58, 0.77, -1.48], [0.47, 0.12, 0.73], [-0.22, -1.28, -0.21], [1.66, -1.47, 0.14]], "nbo_charge": [0.2907, -0.7243, -0.7065, 0.1239, -0.0133, -0.3670, -0.2471, 0.4676, 0.2828, 0.2467, 0.4663, 0.2206, 0.4963, 0.4855, 0.4782, 0.4997], "smiles": "[NH3+]C1=C([C@H]([NH3+])I)C1", "e_above_lowest_kj_mol": 55.75, "multiplicity": 1, "total_charge": 2}

=====

{"formula": "C4H9IN2OS", "method": "ωB97M-V/def2-TZVPD", "symbols": ["I", "S", "O", "N", "N", "C", "C", "C", "C", "H", "H", "H", "H", "H", "H", "H", "H", "H"], "xyz": [[1.679290, 3.126979, 1.140738], [1.052291, -2.586169, 0.733182], [1.053377, -0.592750, -1.521822], [-1.057669, 0.907066, 0.874486], [-1.367763, 1.997506, 1.710194], [-0.142471, -0.452193, -0.827535], [1.179632, 1.464285, -0.080507], [-0.408350, -1.962978, -0.296633], [0.039136, 0.787394, 0.026608], [-1.553088, 2.830265, 1.031085], [-1.347120, -1.935041, 0.348783], [-1.722692, 0.117837, 0.739872], [-0.589508, 2.103251, 2.265900], [-1.023834, -0.346341, -1.649368], [0.811594, -1.185668, -2.261181], [1.942188, -2.999729, -0.255939], [-0.557755, -2.503814, -1.184367], [2.012741, 1.230097, -0.793497]], "forces_ev_per_a": [[0.15, -0.26, -0.34], [-0.58, -0.12, -1.11], [0.35, -0.66, -2.07], [-0.06, -1.28, -0.75], [-2.75, 0.33, -3.80], [-1.17, -1.59, -2.05], [1.10, 0.77, -0.23], [0.17, 3.03, 2.87], [-1.04, -1.17, 0.77], [0.77, -1.58, 2.11], [1.27, -0.65, -0.68], [0.44, 1.61, 0.73], [1.79, 1.03, 1.51], [1.50, 0.40, 1.98], [0.76, 0.47, 0.35], [-1.06, 0.56, 0.65], [-0.26, -1.05, -0.89], [-1.38, 0.16, 0.97]], "nbo_charge": [0.0775, -0.0577, -0.7103, -0.4638, -0.6226, 0.0832, -0.4434, -0.5028, 0.0892, 0.3504, 0.2184, 0.3742, 0.3605, 0.1633, 0.4666, 0.1426, 0.2064, 0.2681], "smiles": "NN/C(=C\\I)[C@@H](O)CS", "e_above_lowest_kj_mol": 5.22, "multiplicity": 1}

=====

{"formula": "C4H9IN5", "method": "ωB97M-V/def2-TZVPD", "symbols": ["I", "N", "N", "N", "N", "N", "C", "C", "C", "C", "H", "H", "H", "H", "H", "H", "H", "H", "H"], "xyz": [[3.048002, 0.230907, 1.415908], [-1.849109, 1.482351, 2.526491], [-1.381077, 1.893451, 1.421823], [-0.868950, 0.771655, 0.792013], [0.603164, -1.401206, -0.258454], [-1.108650, -0.356928, 1.453616], [1.156993, 0.068147, -2.151143], [-0.433168, 1.008520, -0.458384], [-1.815996, 0.145076, 2.526652], [-0.016987, -0.261900, -1.162426], [1.442482, -1.063210, 0.203047], [0.854320, 0.770065, -2.828939], [-0.142465, -1.622164, 0.466255], [1.909452, 0.377300, -1.516124], [-2.179555, -0.520627, 3.371402], [0.686782, -2.222950, -0.937651], [-0.905905, -0.495907, -1.721993], [-0.258560, 2.124011, -0.549688], [1.259227, -0.926591, -2.592404]], "forces_ev_per_a": [[0.35, 0.25, 0.30], [-1.46, -0.21, 0.48], [1.34, -0.62, -0.11], [-1.63, 1.96, 0.69], [-3.87, -0.79, -2.22], [-1.66, 1.30, 1.35], [-2.71, -3.56, 1.55], [1.18, -0.65, 1.08], [1.35, -2.30, 0.51], [2.05, 2.47, -0.76], [0.65, -0.12, 0.02], [-0.54, 1.79, -1.84], [0.94, 0.23, -0.41], [2.13, 0.62, 0.66], [0.55, 1.13, -1.37], [0.49, 1.26, 1.49], [-0.27, -1.53, 0.02], [0.08, -1.73, -0.82], [1.03, 0.49, -0.62]], "nbo_charge": [0.0959, -0.2091, -0.0050, -0.0606, -0.7616, -0.3603, -0.5762, 0.0213, 0.1536, -0.1031, 0.4257, 0.2410, 0.4826, 0.2122, 0.2472, 0.4497, 0.2566, 0.2828, 0.2075], "e_tot_ev": -19833.8165, "multiplicity": 3, "total_charge": 1}

=====

{"formula": "C4H9IO", "method": "ωB97M-V/def2-TZVPD", "symbols": ["I", "O", "C", "C", "C", "C", "H", "H", "H", "H", "H", "H", "H", "H", "H"], "xyz": [[-1.551068, 3.025682, 0.808647], [-1.773431, -0.023584, -0.046186], [0.121973, 1.843573, 0.391795], [0.255174, -0.966365, 0.805640], [-0.112686, -0.128669, -1.584971], [-0.401482, 0.008584, -0.109855], [0.209271, -1.006636, -1.979064], [0.665471, 1.863249, 1.352772], [1.382573, -1.066364, 0.618007], [-2.021860, -0.327085, 0.834980], [-0.129167, -1.899267, 0.512751], [0.088410, -0.702885, 1.815128], [0.535281, 0.649542, -1.869805], [-1.030441, -0.049051, -2.098470], [0.780343, 2.139158, -0.439040]], "forces_ev_per_a": [[-0.11, 0.17, -0.34], [-0.74, -0.60, 0.96], [0.22, -3.29, -0.28], [2.56, 0.71, -1.22], [-0.56, 2.06, 1.17], [0.68, 3.16, -0.13], [1.62, -3.03, -0.29], [-0.03, -0.35, -0.65], [-1.52, 0.51, 0.32], [-0.29, 0.23, 0.04], [-0.69, -1.57, 0.13], [-0.22, -0.05, 1.22], [0.88, 0.82, -0.79], [-1.19, 0.83, -0.55], [-0.58, 0.42, 0.41]], "nbo_charge": [0.1115, -0.7068, -0.6435, -0.6651, -0.6609, 0.3647, 0.2144, 0.2048, 0.2260, 0.4704, 0.2192, 0.2150, 0.2097, 0.2347, 0.2059], "e_above_lowest_kj_mol": 110.26, "multiplicity": 1}